Density functional theory data (ωB97M-V/def2-TZVPD) for C27H39AsMoN7S4 as an isolated structure.

- highest occupied orbital energy (alpha / beta) (eV) = -11.091 / -11.000
- charge = +1
- molar mass (g/mol) = 760.79
- spin multiplicity = 1
- energy (eV) = -145091.8076
- Kohn-Sham gap (alpha / beta) (eV) = 6.14 / 6.17
- energy relative to the best compared isomer or geometry (same formula, charge and spin) (kcal/mol) = 4.6

Last column: Löwdin charge in e.
Cartesian coordinates (Å):
H1 4.09962 -1.31021 0.17363  0.06
H2 -0.77214 -4.94101 -2.12005  0.12
H3 -0.63583 1.60844 4.72281  0.07
H4 2.10757 -1.52923 -3.04919  0.09
C1 2.67976 0.62584 4.44591  -0.02
C2 -1.75775 1.14805 -2.92833  -0.12
Mo1 0.86019 0.86469 -0.55737  0.99
H5 2.82739 1.31511 5.27052  0.12
H6 -2.54177 1.70000 -4.83881  0.12
N1 -0.35662 -2.02904 -1.08811  0.13
N2 0.66671 0.27832 1.34828  -0.12
C3 1.61511 0.02646 2.40286  -0.14
C4 0.21900 1.05966 -4.48263  -0.05
H7 1.58716 4.41419 3.55789  0.09
N3 -0.79380 -4.31639 -1.32932  0.17
C5 2.10421 3.45176 3.59204  -0.07
H8 -0.90300 0.56056 2.69586  0.13
N4 0.87549 -3.17215 -2.53286  0.17
C6 3.28599 -1.40755 3.33104  -0.02
C7 -3.77847 -2.56944 -0.90156  -0.07
C8 -2.06303 0.51776 -1.70407  -0.14
C9 -0.59809 0.57072 1.65998  -0.12
C10 1.28662 -1.92085 -2.46994  -0.21
C11 1.76916 0.95536 3.44716  -0.13
H9 -1.12079 3.51369 -4.33383  0.09
H10 -0.38481 3.36174 4.74076  0.09
C12 -3.26838 -0.19966 -1.53129  -0.13
H11 -0.33025 1.29254 -5.39699  0.09
H12 -2.53165 1.09049 0.85356  0.13
H13 3.53471 -2.86261 -0.47453  0.08
H14 1.55520 -4.06774 0.65361  0.07
H15 -4.71395 -2.66138 -1.45578  0.09
H16 -1.74220 -4.08725 -1.06614  0.07
C13 3.41580 -0.54679 4.40578  -0.04
H17 0.21796 -0.02499 -4.36489  0.07
C14 -1.52208 0.78179 0.62857  -0.13
H18 1.63033 -1.62767 0.39746  0.05
H19 0.69196 -3.28141 1.99016  0.09
S1 4.29302 2.69046 0.84607  0.12
H20 0.28146 1.60713 -2.44865  -0.01
C15 2.29402 -2.07801 1.12178  -0.40
N5 -0.12521 -3.15548 -1.67623  -0.24
C16 -2.74528 1.19021 -3.90393  -0.02
As1 3.22990 2.92055 -0.87312  -0.31
S2 0.88425 3.01922 -0.17290  0.26
C17 -4.21268 -0.12457 -2.54963  -0.02
C18 0.12489 2.39442 4.72499  -0.05
C19 2.39574 -1.13017 2.30045  -0.14
H21 0.50750 2.47532 2.61429  0.07
S3 3.42687 4.13502 -2.48662  0.08
H22 -5.15611 -0.64597 -2.43349  0.12
C20 3.64831 -2.26959 0.43708  -0.06
H23 3.88734 -2.30840 3.28773  0.12
H24 -0.90381 3.76110 -2.59804  0.07
H25 4.11238 -0.77582 5.20476  0.12
H26 0.50953 3.67265 -3.65968  0.06
H27 -4.73821 0.64840 -4.47844  0.12
H28 2.67986 3.42219 4.51934  0.08
C21 -0.41621 1.75817 -3.28312  -0.42
H29 -4.66967 0.30055 0.85665  0.08
H30 0.67710 2.29655 5.66371  0.08
H31 2.31084 -3.94244 2.23930  0.09
H32 -5.68114 -0.72695 -0.14595  0.08
H33 -2.97450 -2.85509 -1.58691  0.05
C22 1.08009 2.31258 3.52748  -0.39
H34 -2.68662 -1.19273 0.27056  0.10
H35 2.80182 3.40531 2.75337  -0.02
C23 -3.97519 0.59009 -3.70939  -0.03
H36 -4.92333 -1.39346 1.30104  0.09
C24 1.67269 -3.41714 1.52518  -0.05
C25 -0.48826 3.26832 -3.47848  -0.05
C26 -3.56003 -1.14563 -0.37167  -0.39
H37 4.34417 -2.80526 1.08731  0.08
N6 -1.12151 0.61998 -0.63750  -0.14
H38 -3.82315 -3.28091 -0.07172  0.09
N7 0.54910 -1.20768 -1.60193  -0.12
S4 2.80001 0.69255 -1.65084  0.20
C27 -4.77152 -0.71244 0.45973  -0.05
H39 1.24629 1.40520 -4.61481  0.09